No. 1
The following is a DFT calculation (wB97M-V/def2-TZVPD) of C19H38N2RuSSeSi as an isolated structure.

```
63
Properties=species:S:1:pos:R:3:forces:R:3:lowdin_charge:R:1
Ru -0.2310 -0.3585 -0.2840 0.419 0.659 -3.898 0.791
C -2.7902 -1.6620 1.7517 0.005 -0.024 -0.121 -0.191
C -3.3392 -0.6102 0.8034 -0.124 0.041 0.054 -0.174
N -2.5970 -0.5740 -0.4653 0.386 0.226 0.179 -0.127
C -2.8970 -1.6555 -1.4098 -0.100 -0.068 -0.007 -0.240
C -2.2217 -2.9934 -1.1431 0.089 -0.069 -0.031 -0.397
S -0.4577 -2.9233 -0.6716 0.143 0.660 0.240 0.937
C -0.4952 -3.6877 0.9753 0.065 -0.094 -0.105 -0.408
C -0.5547 -2.6826 2.1208 0.015 -0.020 0.038 -0.278
N -1.3472 -1.5135 1.7909 0.118 0.122 0.371 -0.189
H -3.0516 -2.6658 1.4177 0.003 -0.007 0.013 0.107
H -3.2559 -1.5240 2.7316 -0.007 -0.080 0.033 0.133
H -3.2180 0.3716 1.2636 -0.009 0.015 -0.010 0.128
H -4.4080 -0.7781 0.6346 -0.011 0.021 -0.036 0.127
H -2.8448 0.2909 -0.9327 0.051 -0.010 0.060 0.091
H -2.5809 -1.3019 -2.3861 -0.074 0.004 0.018 0.077
H -3.9769 -1.8422 -1.4608 -0.016 0.045 -0.005 0.134
H -2.2663 -3.5728 -2.0650 -0.049 -0.052 0.018 0.085
H -2.7319 -3.5725 -0.3788 -0.033 0.003 -0.015 0.067
H 0.4226 -4.2698 1.0466 -0.041 -0.066 0.032 0.083
H -1.3269 -4.3915 0.9766 0.005 -0.011 0.012 0.080
H 0.4519 -2.3189 2.3272 0.010 0.034 0.016 0.093
H -0.9161 -3.2034 3.0156 0.022 -0.004 0.027 0.129
H -1.0871 -0.7620 2.4247 0.082 0.078 -0.130 0.021
C 1.3263 -0.4008 -2.1794 0.125 -0.466 0.021 -0.302
C 1.6146 0.7875 -1.5194 0.093 -0.319 0.875 -0.294
C 0.4522 1.6388 -1.6135 -0.619 0.029 0.887 -0.273
C -0.5084 0.9777 -2.3915 -0.096 0.200 -0.246 -0.268
C 0.0212 -0.2811 -2.7576 -0.640 -0.742 0.468 -0.259
C -0.5178 -1.2243 -3.7880 0.101 0.001 -0.002 -0.027
C -1.7567 1.6234 -2.9065 -0.089 -0.175 0.126 -0.014
C 0.3422 3.0559 -1.1689 0.147 0.059 0.010 -0.025
C 2.9571 1.1481 -0.9900 0.037 0.104 -0.038 -0.049
C 2.3014 -1.5004 -2.4474 -0.058 -0.041 0.035 -0.025
H -0.3977 -2.2672 -3.4876 -0.014 0.015 -0.029 0.069
H 0.0385 -1.0959 -4.7204 -0.004 -0.025 0.007 0.107
H -1.5661 -1.0418 -4.0136 0.038 0.000 -0.068 0.068
H -1.5047 2.5168 -3.4803 -0.005 -0.007 -0.007 0.102
H -2.4175 1.9508 -2.0992 0.016 0.058 -0.026 0.082
H -2.3173 0.9595 -3.5636 -0.022 0.010 0.026 0.079
H 0.6594 3.7212 -1.9789 0.002 -0.001 0.026 0.105
H 0.9716 3.2510 -0.3025 -0.039 -0.017 0.011 0.055
H -0.6846 3.3115 -0.9120 0.011 0.004 0.031 0.089
H 3.3753 0.3427 -0.3887 -0.019 0.028 0.039 0.080
H 2.9215 2.0467 -0.3811 -0.021 -0.056 -0.027 0.046
H 3.6367 1.3264 -1.8295 -0.021 0.021 0.002 0.108
H 2.9034 -1.2605 -3.3283 -0.012 -0.005 -0.002 0.103
H 1.7985 -2.4480 -2.6365 0.025 0.003 0.010 0.062
H 2.9845 -1.6352 -1.6095 -0.014 -0.008 -0.002 0.088
C 2.0367 1.2880 4.5904 -0.002 -0.092 0.138 -0.227
Si 2.0487 2.1266 2.9414 -0.361 -0.055 -0.659 0.157
C 3.7635 2.3015 2.2592 0.188 0.102 0.081 -0.219
C 1.1213 3.7322 2.9556 0.070 0.216 0.141 -0.225
Se 0.8527 0.6722 1.6013 0.193 -0.319 1.396 0.430
H 2.6116 1.8722 5.3157 -0.019 -0.009 -0.028 0.042
H 2.4788 0.2932 4.5213 0.000 0.015 0.020 0.033
H 1.0160 1.1864 4.9616 0.020 -0.004 0.011 0.033
H 4.3960 2.8175 2.9883 0.015 -0.004 -0.051 0.042
H 3.7685 2.8848 1.3375 0.048 0.022 0.069 0.020
H 4.2053 1.3253 2.0548 0.003 0.018 0.017 0.036
H 1.5362 4.4071 3.7112 -0.037 0.026 -0.048 0.040
H 0.0694 3.5620 3.1870 0.017 0.003 0.010 0.031
H 1.1827 4.2291 1.9857 -0.008 0.006 0.021 0.022
```
Positions in Å, forces in eV/Å.

Values from the calculation:
Spin multiplicity   2
HOMO-LUMO gap (spin up / spin down)   6.15 / 6.23 eV
Charge   +1


No. 2
The following is a DFT calculation (wB97M-V/def2-TZVPD) of a 7-piece molecular cluster, C19H39Br10NO5 overall.

```
74
Properties=species:S:1:pos:R:3:forces:R:3:lowdin_charge:R:1
C 2.5442 -1.5173 7.7959 -0.932 1.280 -0.450 -0.067
O 1.8737 -0.2283 7.9000 -0.016 -1.749 0.027 -0.205
C 2.4642 0.5858 8.8572 -0.712 1.459 0.748 -0.253
C 1.5254 1.7899 9.1655 1.968 -0.004 -0.142 -0.207
N 1.4341 2.5408 7.9362 0.353 -1.344 0.381 -0.091
C 0.5111 3.6393 7.9002 0.132 -0.641 -1.739 -0.198
C 0.6131 4.1676 6.4566 -0.312 0.312 -0.978 -0.197
O 0.0439 3.1944 5.5256 -0.176 1.079 0.210 -0.214
C -0.0123 3.5241 4.1063 0.449 -0.534 1.118 -0.088
H 1.8916 -2.0713 7.1212 0.365 -0.240 0.024 0.081
H 2.6261 -2.0285 8.7551 -0.125 0.104 0.141 0.083
H 3.5392 -1.3711 7.3755 0.077 -0.127 -0.101 0.087
H 3.3845 0.9858 8.4314 0.377 0.081 0.344 0.124
H 2.6217 0.0803 9.8099 0.296 -0.380 0.009 0.116
H 2.0867 2.4315 9.8449 -0.134 -0.122 0.617 0.115
H 0.6038 1.4563 9.6425 -0.361 -0.044 -0.116 0.117
H 1.2108 1.7929 7.2951 -0.406 0.591 -0.986 0.097
H 0.8205 4.3707 8.6469 -0.193 0.208 -0.144 0.123
H -0.5011 3.2709 8.0669 -0.436 0.420 0.246 0.118
H 1.6509 4.3617 6.1858 0.356 -0.391 0.187 0.114
H 0.1548 5.1443 6.3018 -0.637 0.019 0.196 0.109
H -0.1372 4.5604 3.7921 -0.111 0.383 0.765 0.077
H -0.8769 2.9808 3.7249 0.258 -0.157 -0.104 0.080
H 0.9281 3.1952 3.6643 -0.088 -0.226 -0.278 0.079
Br 5.5817 1.8708 -3.5311 0.525 -1.262 0.678 0.528
C 6.6910 0.5509 -2.4921 1.951 1.150 0.182 -0.625
C 8.0147 0.1840 -3.2412 -1.347 0.739 -0.884 -0.622
Br 9.0847 1.8196 -3.7246 -0.577 -1.024 0.390 0.522
H 6.1470 -0.3215 -2.1299 -0.254 0.141 -0.568 0.064
H 7.0486 1.1123 -1.6290 -0.584 0.115 0.130 0.036
H 7.6855 -0.2559 -4.1826 0.606 -0.026 -0.111 0.043
H 8.7030 -0.4762 -2.7136 -0.342 0.169 0.184 0.053
Br 0.6038 -0.9314 -6.0679 -0.447 0.346 0.983 0.550
C -0.0766 -0.1169 -4.3594 -0.311 -0.220 -0.235 -0.654
C -1.3902 -0.7515 -3.9308 -0.170 -0.359 -0.332 -0.683
Br -2.1372 0.2596 -2.4065 0.238 -0.269 -0.488 0.582
H -0.3063 0.9244 -4.5854 0.457 -0.090 -0.072 0.045
H 0.7161 -0.2141 -3.6176 -0.114 0.025 -0.207 0.056
H -1.3718 -1.7978 -3.6260 0.466 0.208 0.174 0.054
H -2.0997 -0.7153 -4.7575 -0.107 0.351 0.211 0.049
Br -2.3917 -7.2647 -7.5361 -0.094 0.021 0.532 0.605
C -2.4455 -6.7549 -5.6445 0.757 -0.239 0.732 -0.712
C -3.4044 -7.6076 -4.8494 -0.594 0.015 -0.117 -0.678
Br -3.4002 -7.0872 -2.9300 -0.047 0.020 -0.809 0.574
H -2.6231 -5.6803 -5.6009 -0.235 -0.257 -0.012 0.055
H -1.4791 -6.9716 -5.1893 0.291 0.319 -0.554 0.050
H -3.1060 -8.6555 -4.8191 -0.021 0.206 -0.216 0.050
H -4.4112 -7.5137 -5.2563 -0.059 -0.073 0.437 0.055
Br -8.0793 -5.3639 -10.0092 -0.637 1.504 0.174 0.524
C -8.8237 -3.5065 -9.6258 -0.266 -0.747 0.820 -0.638
C -7.8136 -2.4239 -9.7838 1.451 -0.137 -0.711 -0.669
Br -6.4081 -2.5513 -8.3832 -0.622 0.261 -0.431 0.562
H -9.1385 -3.5231 -8.5824 0.024 -0.371 -0.061 0.045
H -9.7313 -3.3422 -10.2067 0.326 -0.237 -0.395 0.063
H -8.2063 -1.4081 -9.8269 -0.238 -0.176 0.567 0.066
H -7.2486 -2.5378 -10.7089 -0.030 -0.101 0.045 0.046
Br 0.6243 6.6742 -5.1616 0.438 0.007 0.794 0.553
C 1.3859 7.0407 -3.3534 0.713 -0.342 -1.403 -0.685
C 0.4727 6.6192 -2.2545 -0.603 1.311 0.950 -0.651
Br -1.0037 7.9434 -2.1322 0.176 -0.350 0.074 0.559
H 1.6954 8.0838 -3.4182 -0.904 0.181 0.475 0.050
H 2.3743 6.5882 -3.2738 -0.262 -0.837 -0.209 0.061
H 1.0016 6.7367 -1.3086 -0.014 -0.034 0.007 0.055
H -0.0368 5.6559 -2.2332 0.458 0.050 -0.688 0.058
C 0.0030 -1.6680 3.2997 0.217 0.190 1.480 -0.131
C -1.1064 -2.4678 2.6141 -0.952 2.225 1.682 -0.148
O -0.5067 -2.9129 1.4622 0.961 -1.435 -1.664 0.075
C 0.7038 -2.3224 1.2665 0.735 0.365 -0.526 -0.539
O 1.4434 -2.4303 0.3285 -1.178 -0.381 0.654 0.156
O 0.9730 -1.5201 2.3073 0.684 0.178 -0.557 0.068
H 0.4579 -2.1764 4.1498 0.001 -0.467 -0.044 0.123
H -0.2088 -0.6790 3.7059 -0.619 0.020 -0.368 0.132
H -1.9104 -1.7841 2.3419 -0.202 -0.015 -0.120 0.130
H -1.5470 -3.1861 3.3055 0.360 -0.643 -0.549 0.134
```
Positions in Å, forces in eV/Å.

Values from the calculation:
Structure (SMILES)   COCCNCCOC.O=C1OCCO1.BrCCBr.BrCCBr.BrCCBr.BrCCBr.BrCCBr
HOMO-LUMO gap   8.97 eV
Charge   0


No. 3
The following is a DFT calculation (wB97M-V/def2-TZVPD) of a 4-piece molecular cluster, C19H39BrO6 overall.

```
65
Properties=species:S:1:pos:R:3:forces:R:3:lowdin_charge:R:1
C 4.2053 0.6390 -2.7098 -4.970 8.803 -1.233 0.056
C 3.5116 1.8869 -2.7205 4.201 -8.509 -1.038 -0.039
C 2.5922 3.2590 -2.9834 2.735 -1.138 0.241 -0.165
O 1.2424 3.0183 -2.4525 -1.723 1.672 -3.208 -0.066
C 0.1936 3.2248 -3.4624 -1.405 -1.618 -5.453 -0.265
O 0.2068 2.7992 -4.7281 0.804 2.838 8.416 0.023
O -1.0554 3.9357 -3.0298 3.156 -3.204 0.248 -0.090
C -1.9213 3.0039 -2.2545 -1.176 -0.028 1.718 -0.196
C -3.3810 2.8112 -2.9936 0.429 -0.090 -0.305 -0.228
C -3.8450 1.2510 -3.1893 -1.375 0.947 0.187 -0.559
Br -2.4018 0.0692 -3.9945 -1.005 0.997 0.736 0.548
H 4.7579 -0.3598 -3.0554 -1.518 2.872 1.234 0.060
H 2.6433 3.5116 -4.1244 -0.462 -0.875 2.177 0.141
H 3.1693 4.1386 -2.4224 -1.744 -1.964 -0.874 0.144
H -2.1409 3.5479 -1.2150 0.674 -1.196 -2.243 0.138
H -1.3819 1.9811 -2.0079 -1.137 2.110 -0.787 0.121
H -4.2155 3.3892 -2.3661 1.787 -1.392 -1.405 0.127
H -3.3059 3.3055 -4.0531 -0.095 -0.929 2.056 0.125
H -4.2133 0.7789 -2.1599 0.950 0.875 -2.475 0.091
H -4.7174 1.2532 -4.0001 1.908 -0.228 2.014 0.082
C 5.2648 0.2115 2.7389 -0.154 -0.155 -0.199 -0.080
C 5.3257 1.7203 2.5756 -0.050 -0.053 -0.163 -0.271
O 4.7627 2.1829 1.3477 0.140 0.066 0.054 -0.165
C 3.3864 1.8967 1.1326 -0.053 0.114 -0.044 -0.280
C 2.4656 2.5047 2.1774 0.051 0.071 0.231 -0.077
H 5.7420 -0.2870 1.8876 0.016 0.121 0.121 0.082
H 5.7755 -0.0948 3.6547 -0.030 0.039 -0.032 0.074
H 4.2359 -0.1489 2.7912 0.036 0.014 0.152 0.057
H 6.3754 2.0301 2.5727 -0.175 0.112 -0.207 0.117
H 4.8543 2.2281 3.4228 -0.072 -0.069 0.046 0.106
H 3.2311 0.8163 1.0509 -0.039 -0.029 0.059 0.108
H 3.1305 2.3177 0.1526 0.288 -0.084 0.138 0.096
H 2.6453 2.0810 3.1682 -0.077 -0.051 -0.019 0.057
H 1.4173 2.3197 1.9188 0.148 0.033 -0.015 0.076
H 2.6272 3.5871 2.2483 -0.059 -0.163 -0.076 0.083
C -7.0912 -3.7713 -4.1687 0.004 -0.071 0.209 -0.084
C -5.9995 -2.9164 -4.7884 0.089 0.011 0.185 -0.275
O -4.9621 -2.5660 -3.8722 -0.147 0.105 -0.065 -0.196
C -4.2325 -3.6428 -3.2971 0.133 0.056 -0.008 -0.286
C -3.5061 -4.5026 -4.3181 0.000 -0.009 -0.198 -0.081
H -7.5118 -3.2772 -3.2856 0.045 -0.021 -0.164 0.083
H -7.8948 -3.9455 -4.8878 0.055 0.027 0.027 0.076
H -6.7113 -4.7427 -3.8472 -0.039 -0.023 -0.079 0.065
H -6.4429 -1.9761 -5.1306 0.245 0.004 0.144 0.117
H -5.5747 -3.3998 -5.6738 -0.012 -0.077 0.008 0.107
H -4.8871 -4.2503 -2.6642 -0.042 -0.093 -0.044 0.105
H -3.4902 -3.1928 -2.6266 -0.238 0.144 -0.178 0.113
H -4.2051 -5.0160 -4.9825 0.046 -0.055 0.060 0.065
H -2.9000 -5.2645 -3.8158 -0.087 0.137 -0.052 0.078
H -2.8511 -3.8846 -4.9439 -0.082 -0.090 0.167 0.083
C 2.9873 -2.3102 6.5086 -0.098 -0.132 -0.163 -0.081
C 3.0482 -0.8015 6.3452 -0.034 -0.043 -0.147 -0.272
O 2.4853 -0.3389 5.1174 0.152 0.066 0.005 -0.182
C 1.1089 -0.6251 4.9023 -0.060 0.097 -0.045 -0.280
C 0.1881 -0.0170 5.9471 0.027 0.086 0.173 -0.081
H 3.4645 -2.8088 5.6573 -0.014 0.107 0.137 0.084
H 3.4981 -2.6166 7.4243 -0.021 0.045 -0.054 0.077
H 1.9584 -2.6707 6.5608 0.021 -0.002 0.091 0.065
H 4.0979 -0.4916 6.3424 -0.181 0.105 -0.202 0.116
H 2.5768 -0.2936 7.1925 -0.056 -0.049 0.028 0.106
H 0.9536 -1.7054 4.8206 -0.031 -0.038 0.086 0.106
H 0.8530 -0.2041 3.9223 0.282 -0.028 0.139 0.115
H 0.3678 -0.4408 6.9379 -0.081 -0.021 -0.045 0.065
H -0.8602 -0.2021 5.6885 0.170 0.032 0.008 0.078
H 0.3498 1.0654 6.0180 -0.053 -0.181 -0.071 0.084
```
Positions in Å, forces in eV/Å.

Values from the calculation:
Structure (SMILES)   C#CCOC(=O)OCCCBr.CCOCC.CCOCC.CCOCC
HOMO-LUMO gap   9.97 eV
Charge   0


Quick rundown of strongest force on any atom, same order as above: 3.98; 2.95; 10.18 eV/Å
Quick rundown of DFT total energy, same order as above: -109935.8604; -732485.2543; -102652.9793 eV